1.
Here is a 11-piece molecular cluster, C50H64F48O11 overall from OMol25. Energies are from ωB97M-V with the def2-TZVPD basis set.

lowest unoccupied orbital energy = 0.40 eV
energy = -205839.786 eV
gap between HOMO and LUMO = 9.916 eV
charge = 0
multiplicity = 1
SMILES = FC(F)C(F)(F)COC(F)(F)C(F)F.FC(F)C(F)(F)COC(F)(F)C(F)F.FC(F)C(F)(F)COC(F)(F)C(F)F.FC(F)C(F)(F)COC(F)(F)C(F)F.FC(F)C(F)(F)COC(F)(F)C(F)F.FC(F)C(F)(F)COC(F)(F)C(F)F.C1CCOC1.C1CCOC1.C1CCOC1.C1CCOC1.C1CCOC1

Bonds (Å) are listed after each position.
CARTESIAN COORDINATES (ANGSTROEM)
1 F 3.0342 6.0344 -0.5305  C2 1.376
2 C 2.3426 5.0294 0.1065  F1 1.376, F3 1.336, C4 1.489, H15 1.090
3 F 3.0466 4.6459 1.1751  C2 1.336
4 C 0.9735 5.3411 0.6032  C2 1.489, F5 1.335, F6 1.264, C7 1.551
5 F 0.9630 6.1504 1.6651  C4 1.335
6 F 0.3747 4.2930 0.9770  C4 1.264
7 C 0.1398 6.0639 -0.4872  C4 1.551, O8 1.455, H16 1.090, H17 1.090
8 O 0.5272 5.9575 -1.8860  C7 1.455, C9 1.407
9 C 0.1101 4.8388 -2.6295  O8 1.407, F10 1.279, F11 1.287, C12 1.563
10 F 0.3302 3.7484 -1.9979  C9 1.279
11 F -1.1563 5.0606 -2.6789  C9 1.287
12 C 0.6587 4.8272 -4.0935  C9 1.563, F13 1.338, F14 1.290, H18 1.090
13 F 1.9792 4.6180 -4.1562  C12 1.338
14 F 0.0758 3.8843 -4.7536  C12 1.290
15 H 2.3958 4.1953 -0.5931  C2 1.090
16 H 0.4054 7.1064 -0.3117  C7 1.090
17 H -0.9449 5.9590 -0.4614  C7 1.090
18 H 0.3476 5.7747 -4.5333  C12 1.090
19 F -8.3321 -1.7972 -5.3709  C20 1.316
20 C -7.2383 -2.5159 -5.5054  F19 1.316, F21 1.365, C22 1.530, H33 1.090
21 F -6.5193 -2.0121 -6.5511  C20 1.365
22 C -6.5782 -2.5213 -4.1250  C20 1.530, F23 1.315, F24 1.341, C25 1.535
23 F -7.3760 -3.0734 -3.2376  C22 1.315
24 F -6.3612 -1.2845 -3.6536  C22 1.341
25 C -5.2312 -3.2508 -4.2249  C22 1.535, O26 1.402, H34 1.090, H35 1.090
26 O -4.4177 -3.0794 -3.0958  C25 1.402, C27 1.391
27 C -3.1268 -3.5988 -3.0881  O26 1.391, F28 1.290, F29 1.340, C30 1.546
28 F -3.2689 -4.8172 -3.4859  C27 1.290
29 F -2.4611 -3.0515 -4.1143  C27 1.340
30 C -2.5644 -3.3427 -1.6706  C27 1.546, F31 1.304, F32 1.346, H36 1.090
31 F -3.4256 -3.7468 -0.7786  C30 1.304
32 F -1.3966 -3.9687 -1.4339  C30 1.346
33 H -7.5260 -3.4782 -5.9289  C20 1.090
34 H -4.6695 -2.9304 -5.1023  C25 1.090
35 H -5.5147 -4.2762 -4.4621  C25 1.090
36 H -2.3445 -2.2755 -1.6410  C30 1.090
37 F 4.8178 3.5337 -2.5748  C38 1.296
38 C 4.2054 2.4094 -2.7788  F37 1.296, F39 1.326, C40 1.532, H51 1.090
39 F 2.9273 2.7631 -2.7617  C38 1.326
40 C 4.6727 1.5290 -3.9416  C38 1.532, F41 1.389, F42 1.339, C43 1.537
41 F 3.9064 0.3766 -4.0606  C40 1.389
42 F 5.9229 1.1464 -3.6532  C40 1.339
43 C 4.6636 2.2987 -5.2717  C40 1.537, O44 1.430, H52 1.090, H53 1.090
44 O 4.8636 1.3666 -6.3377  C43 1.430, C45 1.445
45 C 5.2381 1.9068 -7.6250  O44 1.445, F46 1.348, F47 1.382, C48 1.562
46 F 4.1260 2.4926 -8.1117  C45 1.348
47 F 6.3488 2.7071 -7.4347  C45 1.382
48 C 5.6611 0.6991 -8.5215  C45 1.562, F49 1.383, F50 1.375, H54 1.090
49 F 5.8876 1.0032 -9.8514  C48 1.383
50 F 6.7754 -0.0384 -8.1984  C48 1.375
51 H 4.3859 1.8859 -1.8400  C38 1.090
52 H 5.5275 2.9539 -5.1595  C43 1.090
53 H 3.7528 2.8745 -5.4360  C43 1.090
54 H 4.8682 -0.0488 -8.5132  C48 1.090
55 F -3.1322 -1.6777 2.8888  C56 1.395
56 C -2.9214 -3.0184 2.5660  F55 1.395, F57 1.333, C58 1.525, H69 1.090
57 F -1.5989 -3.1274 2.4360  C56 1.333
58 C -3.6802 -4.0536 3.3890  C56 1.525, F59 1.332, F60 1.385, C61 1.521
59 F -4.9497 -3.9600 2.9982  C58 1.332
60 F -3.7182 -3.9668 4.7708  C58 1.385
61 C -3.1565 -5.4325 3.0185  C58 1.521, O62 1.417, H70 1.090, H71 1.090
62 O -2.8443 -5.6887 1.6600  C61 1.417, C63 1.419
63 C -2.2354 -6.9350 1.3598  O62 1.419, F64 1.323, F65 1.249, C66 1.531
64 F -1.1986 -7.1263 2.1597  C63 1.323
65 F -3.1653 -7.6812 1.7302  C63 1.249
66 C -2.0325 -7.2625 -0.1219  C63 1.531, F67 1.294, F68 1.302, H72 1.090
67 F -1.0513 -6.6013 -0.6465  C66 1.294
68 F -1.7411 -8.4807 -0.4778  C66 1.302
69 H -3.2689 -3.0722 1.5343  C56 1.090
70 H -3.7990 -6.1915 3.4648  C61 1.090
71 H -2.2414 -5.4824 3.6086  C61 1.090
72 H -2.9557 -6.9934 -0.6349  C66 1.090
73 F -1.1743 -2.5183 5.0729  C74 1.334
74 C 0.1553 -2.4632 4.9749  F73 1.334, F75 1.369, C76 1.508, H87 1.090
75 F 0.5554 -1.5022 5.8647  C74 1.369
76 C 0.9309 -3.7343 5.2155  C74 1.508, F77 1.323, F78 1.338, C79 1.567
77 F 2.2251 -3.8415 4.9644  C76 1.323
78 F 0.3780 -4.5736 4.3322  C76 1.338
79 C 0.6869 -4.2215 6.6845  C76 1.567, O80 1.408, H88 1.090, H89 1.090
80 O -0.6682 -4.5515 6.8804  C79 1.408, C81 1.434
81 C -1.0717 -4.9278 8.2040  O80 1.434, F82 1.372, F83 1.373, C84 1.658
82 F -0.7493 -6.2575 8.3019  C81 1.372
83 F -0.3982 -4.1878 9.1447  C81 1.373
84 C -2.7193 -4.8164 8.3504  C81 1.658, F85 1.359, F86 1.341, H90 1.090
85 F -3.4156 -5.4902 9.3032  C84 1.359
86 F -3.1220 -3.5379 8.3898  C84 1.341
87 H 0.5388 -2.1392 4.0074  C74 1.090
88 H 1.0926 -3.3803 7.2466  C79 1.090
89 H 1.3871 -5.0386 6.8581  C79 1.090
90 H -3.1329 -5.2265 7.4290  C84 1.090
91 F -1.2337 6.7575 5.7424  C92 1.335
92 C -0.7762 5.5662 5.3513  F91 1.335, F93 1.335, C94 1.558, H105 1.090
93 F -1.0242 4.6742 6.3129  C92 1.335
94 C -1.3871 5.2949 3.9444  C92 1.558, F95 1.382, F96 1.308, C97 1.483
95 F -0.6395 4.2948 3.3519  C94 1.382
96 F -1.2050 6.3812 3.2382  C94 1.308
97 C -2.8147 4.9104 4.0545  C94 1.483, O98 1.519, H106 1.090, H107 1.090
98 O -3.4885 4.3567 2.8103  C97 1.519, C99 1.469
99 C -2.9986 3.0967 2.2351  O98 1.469, F100 1.331, F101 1.365, C102 1.524
100 F -2.0488 3.2711 1.3192  C99 1.331
101 F -2.4565 2.4179 3.2885  C99 1.365
102 C -4.1982 2.3142 1.7147  C99 1.524, F103 1.294, F104 1.334, H108 1.090
103 F -5.1354 2.1814 2.5972  C102 1.294
104 F -4.7417 2.8741 0.6333  C102 1.334
105 H 0.2743 5.7663 5.1403  C92 1.090
106 H -3.4439 5.7714 4.2800  C97 1.090
107 H -3.0039 4.2010 4.8601  C97 1.090
108 H -3.8157 1.3574 1.3593  C102 1.090
109 C 1.5515 -0.2052 0.1624  C110 1.513, C113 1.552, H114 1.090, H115 1.090
110 C 0.8411 1.0808 -0.1989  C109 1.513, C111 1.495, H116 1.090, H117 1.090
111 C -0.5664 0.6716 -0.4910  C110 1.495, O112 1.427, H118 1.090, H119 1.090
112 O -0.7033 -0.2465 0.5928  C111 1.427, C113 1.435
113 C 0.4623 -1.0226 0.9071  C109 1.552, O112 1.435, H120 1.090, H121 1.090
114 H 2.2738 0.1186 0.9117  C109 1.090
115 H 2.0193 -0.7451 -0.6609  C109 1.090
116 H 1.2388 1.4685 -1.1368  C110 1.090
117 H 0.8530 1.8824 0.5396  C110 1.090
118 H -0.8957 0.2368 -1.4348  C111 1.090
119 H -1.3224 1.3941 -0.1837  C111 1.090
120 H 0.4554 -2.0699 0.6048  C113 1.090
121 H 0.6231 -0.9299 1.9811  C113 1.090
122 C 4.2987 1.3096 4.2306  C123 1.536, C126 1.573, H127 1.090, H128 1.090
123 C 2.8413 0.8270 4.2705  C122 1.536, C124 1.513, H129 1.090, H130 1.090
124 C 2.1902 1.7604 5.2671  C123 1.513, O125 1.456, H131 1.090, H132 1.090
125 O 3.2925 2.3699 5.9983  C124 1.456, C126 1.462
126 C 4.4071 2.6240 5.0877  C122 1.573, O125 1.462, H133 1.090, H134 1.090
127 H 4.5763 1.4507 3.1860  C122 1.090
128 H 4.8884 0.5332 4.7179  C122 1.090
129 H 2.8278 -0.1808 4.6854  C123 1.090
130 H 2.4293 0.8092 3.2615  C123 1.090
131 H 1.5586 1.1461 5.9088  C124 1.090
132 H 1.5839 2.5854 4.8931  C124 1.090
133 H 5.3887 2.6999 5.5555  C126 1.090
134 H 4.1867 3.5222 4.5109  C126 1.090
135 C -5.1536 2.9815 -2.8459  C136 1.510, C139 1.533, H140 1.090, H141 1.090
136 C -4.7657 1.8338 -3.7471  C135 1.510, C137 1.558, H142 1.090, H143 1.090
137 C -3.4844 1.2391 -3.0908  C136 1.558, O138 1.452, H144 1.090, H145 1.090
138 O -3.1357 2.2315 -2.0898  C137 1.452, C139 1.389
139 C -3.7703 3.4359 -2.3663  C135 1.533, O138 1.389, H146 1.090, H147 1.090
140 H -5.6758 2.3551 -2.1228  C135 1.090
141 H -5.7116 3.7959 -3.3079  C135 1.090
142 H -4.4036 2.0752 -4.7464  C136 1.090
143 H -5.5285 1.0605 -3.8382  C136 1.090
144 H -2.6500 1.1199 -3.7819  C137 1.090
145 H -3.6593 0.2831 -2.5972  C137 1.090
146 H -3.2688 4.0720 -3.0956  C139 1.090
147 H -3.7195 4.1299 -1.5273  C139 1.090
148 C 0.8144 0.8185 -4.3268  C149 1.506, C152 1.522, H153 1.090, H154 1.090
149 C 0.7046 -0.6533 -4.0269  C148 1.506, C150 1.555, H155 1.090, H156 1.090
150 C 0.8531 -1.3367 -5.4155  C149 1.555, O151 1.419, H157 1.090, H158 1.090
151 O 0.6537 -0.3665 -6.4314  C150 1.419, C152 1.412
152 C 1.1093 0.8220 -5.8197  C148 1.522, O151 1.412, H159 1.090, H160 1.090
153 H 1.6304 1.2476 -3.7454  C148 1.090
154 H -0.1329 1.3079 -4.1004  C148 1.090
155 H -0.2253 -0.8972 -3.5132  C149 1.090
156 H 1.5607 -1.0175 -3.4591  C149 1.090
157 H 0.1652 -2.1601 -5.6076  C150 1.090
158 H 1.8371 -1.7819 -5.5627  C150 1.090
159 H 0.4522 1.5798 -6.2464  C152 1.090
160 H 2.0668 1.1067 -6.2558  C152 1.090
161 C 6.1538 -1.6185 1.9849  C162 1.502, C165 1.538, H166 1.090, H167 1.090
162 C 6.9252 -2.8492 1.6016  C161 1.502, C163 1.557, H168 1.090, H169 1.090
163 C 6.5124 -2.9060 0.1014  C162 1.557, O164 1.395, H170 1.090, H171 1.090
164 O 5.2086 -2.4124 0.0573  C163 1.395, C165 1.477
165 C 4.8046 -1.6339 1.2460  C161 1.538, O164 1.477, H172 1.090, H173 1.090
166 H 6.7275 -0.7295 1.7226  C161 1.090
167 H 5.8809 -1.5437 3.0376  C161 1.090
168 H 6.5978 -3.7268 2.1590  C162 1.090
169 H 8.0098 -2.9342 1.6695  C162 1.090
170 H 6.4868 -3.9657 -0.1523  C163 1.090
171 H 6.9544 -2.1333 -0.5278  C163 1.090
172 H 3.8927 -1.9338 1.7623  C165 1.090
173 H 4.5105 -0.6813 0.8052  C165 1.090

***

2.
Here is a 9-piece molecular cluster, C27H71O14P overall from OMol25. Energies are from ωB97M-V with the def2-TZVPD basis set.

lowest unoccupied orbital energy = 0.47 eV
energy = -67104.422 eV
gap between HOMO and LUMO = 10.037 eV
charge = 0
multiplicity = 1
SMILES = CCC[C@@](CCCCOC)(CP(=O)(O)O)OC=O.CCO.CCO.CCO.CCO.CCO.CCO.CCO.CCO

Bonds (Å) are listed after each position.
CARTESIAN COORDINATES (ANGSTROEM)
1 C 0.5519 1.3692 -2.6011  C2 1.535, H19 1.092, H20 1.090, H21 1.089
2 C -0.3739 0.2066 -2.2171  C1 1.535, C3 1.531, H22 1.092, H23 1.090
3 C -1.7958 0.4813 -2.7142  C2 1.531, C4 1.533, H24 1.096, H25 1.090
4 C -2.9528 -0.2456 -2.0184  C3 1.533, C5 1.536, C11 1.538, O16 1.467
5 C -2.7222 -1.7559 -1.8610  C4 1.536, C6 1.550, H26 1.093, H27 1.093
6 C -1.8750 -2.2483 -0.6605  C5 1.550, C7 1.541, H28 1.091, H29 1.089
7 C -0.6309 -3.0604 -1.0677  C6 1.541, C8 1.522, H30 1.095, H31 1.089
8 C -0.9416 -4.5115 -1.4039  C7 1.522, O9 1.411, H32 1.092, H33 1.100
9 O -1.6816 -4.6990 -2.5910  C8 1.411, C10 1.422
10 C -0.9767 -4.3531 -3.7765  O9 1.422, H34 1.091, H35 1.093, H36 1.087
11 C -3.3059 0.4749 -0.7061  C4 1.538, P12 1.820, H37 1.092, H38 1.089
12 P -4.7536 -0.0834 0.2449  C11 1.820, O13 1.474, O14 1.610, O15 1.591
13 O -5.2637 1.0363 1.0568  P12 1.474
14 O -4.3274 -1.3892 1.0849  P12 1.610, H39 0.966
15 O -5.8831 -0.6749 -0.7060  P12 1.591, H40 0.963
16 O -4.1321 0.0011 -2.8560  C4 1.467, C17 1.354
17 C -4.2689 -0.7683 -3.9622  O16 1.354, O18 1.199, H41 1.099
18 O -3.7772 -0.5194 -5.0274  C17 1.199
19 H 0.5188 1.5092 -3.6839  C1 1.092
20 H 1.5797 1.1311 -2.3264  C1 1.090
21 H 0.2437 2.2908 -2.1089  C1 1.089
22 H 0.0077 -0.6745 -2.7381  C2 1.092
23 H -0.3257 0.0512 -1.1394  C2 1.090
24 H -1.9890 1.5519 -2.5836  C3 1.096
25 H -1.8432 0.2996 -3.7879  C3 1.090
26 H -2.2357 -2.1265 -2.7667  C5 1.093
27 H -3.6879 -2.2666 -1.8238  C5 1.093
28 H -2.4906 -2.9285 -0.0695  C6 1.091
29 H -1.5372 -1.4374 -0.0165  C6 1.089
30 H 0.0491 -3.0709 -0.2093  C7 1.095
31 H -0.0888 -2.5777 -1.8795  C7 1.089
32 H -1.5145 -4.9576 -0.5877  C8 1.092
33 H 0.0042 -5.0715 -1.4561  C8 1.100
34 H -0.9415 -5.2311 -4.4239  C10 1.091
35 H -1.5082 -3.5488 -4.2914  C10 1.093
36 H 0.0436 -4.0332 -3.5815  C10 1.087
37 H -2.4474 0.4875 -0.0322  C11 1.092
38 H -3.5286 1.5149 -0.9412  C11 1.089
39 H -3.4412 -1.2538 1.4448  O14 0.966
40 H -5.7910 -1.6177 -0.8799  O15 0.963
41 H -4.9279 -1.6365 -3.8232  C17 1.099
42 C -6.0037 2.7318 3.7688  C43 1.514, H45 1.092, H46 1.090, H47 1.094
43 C -7.1417 1.7493 3.9499  C42 1.514, O44 1.431, H48 1.089, H49 1.093
44 O -8.1844 2.2761 4.7760  C43 1.431, H50 0.961
45 H -5.5847 3.0166 4.7363  C42 1.092
46 H -5.2182 2.2936 3.1534  C42 1.090
47 H -6.3563 3.6453 3.2815  C42 1.094
48 H -6.7935 0.8450 4.4477  C43 1.089
49 H -7.5494 1.4628 2.9770  C43 1.093
50 H -8.5201 3.0682 4.3484  O44 0.961
51 C 4.2339 -5.1925 -3.6987  C52 1.517, H54 1.090, H55 1.091, H56 1.092
52 C 2.7738 -5.2115 -4.1084  C51 1.517, O53 1.427, H57 1.090, H58 1.095
53 O 2.2339 -3.8957 -4.2228  C52 1.427, H59 0.961
54 H 4.3576 -4.6676 -2.7513  C51 1.090
55 H 4.6223 -6.2069 -3.5923  C51 1.091
56 H 4.8400 -4.6679 -4.4402  C51 1.092
57 H 2.1698 -5.7193 -3.3570  C52 1.090
58 H 2.6511 -5.7434 -5.0579  C52 1.095
59 H 2.7409 -3.4262 -4.8912  O53 0.961
60 C -3.5828 5.5954 1.5846  C61 1.517, H63 1.091, H64 1.091, H65 1.093
61 C -3.7434 4.2151 0.9762  C60 1.517, O62 1.429, H66 1.090, H67 1.093
62 O -2.6476 3.3464 1.2730  C61 1.429, H68 0.963
63 H -2.6724 6.0722 1.2176  C60 1.091
64 H -4.4344 6.2312 1.3388  C60 1.091
65 H -3.5064 5.5298 2.6729  C60 1.093
66 H -3.8017 4.2844 -0.1096  C61 1.090
67 H -4.6591 3.7368 1.3341  C61 1.093
68 H -2.6351 3.2550 2.2312  O62 0.963
69 C 1.2506 1.8740 2.1718  C70 1.515, H72 1.089, H73 1.089, H74 1.093
70 C -0.1482 1.2934 2.1607  C69 1.515, O71 1.433, H75 1.089, H76 1.096
71 O -0.1500 -0.1371 2.2372  C70 1.433, H77 0.961
72 H 1.8352 1.4814 1.3414  C69 1.089
73 H 1.2252 2.9595 2.0895  C69 1.089
74 H 1.7725 1.6099 3.0956  C69 1.093
75 H -0.6656 1.5473 1.2369  C70 1.089
76 H -0.7331 1.6983 2.9942  C70 1.096
77 H 0.2862 -0.3880 3.0559  O71 0.961
78 C -4.4100 2.0339 8.8920  C79 1.517, H81 1.090, H82 1.091, H83 1.092
79 C -4.3368 2.8237 7.5987  C78 1.517, O80 1.426, H84 1.089, H85 1.095
80 O -3.5162 2.1833 6.6237  C79 1.426, H86 0.961
81 H -3.4112 1.8871 9.3042  C78 1.090
82 H -5.0225 2.5503 9.6322  C78 1.091
83 H -4.8456 1.0475 8.7169  C78 1.092
84 H -3.8888 3.8010 7.7720  C79 1.089
85 H -5.3419 2.9781 7.1915  C79 1.095
86 H -3.9015 1.3220 6.4392  O80 0.961
87 C 9.3914 -5.0057 -2.8891  C88 1.517, H90 1.091, H91 1.091, H92 1.092
88 C 7.9309 -4.9948 -3.3005  C87 1.517, O89 1.430, H93 1.089, H94 1.095
89 O 7.4146 -3.6670 -3.4199  C88 1.430, H95 0.964
90 H 9.5250 -4.4912 -1.9367  C87 1.091
91 H 9.7595 -6.0271 -2.7871  C87 1.091
92 H 10.0067 -4.4904 -3.6296  C87 1.092
93 H 7.3182 -5.4948 -2.5521  C88 1.089
94 H 7.8000 -5.5188 -4.2526  C88 1.095
95 H 7.9307 -3.2106 -4.0942  O89 0.964
96 C 9.9468 -1.4636 -0.4703  C97 1.518, H99 1.091, H100 1.091, H101 1.093
97 C 9.0430 -0.6526 -1.3814  C96 1.518, O98 1.422, H102 1.089, H103 1.096
98 O 8.7838 -1.3185 -2.6104  C97 1.422, H104 0.967
99 H 10.8935 -1.6773 -0.9679  C96 1.091
100 H 10.1523 -0.9286 0.4581  C96 1.091
101 H 9.4808 -2.4190 -0.2177  C96 1.093
102 H 9.5149 0.2945 -1.6400  C97 1.089
103 H 8.0966 -0.4316 -0.8755  C97 1.096
104 H 8.3509 -2.1612 -2.4159  O98 0.967
105 C 1.9508 7.0296 0.6192  C106 1.517, H108 1.090, H109 1.091, H110 1.093
106 C 2.1095 5.9734 1.6966  C105 1.517, O107 1.426, H111 1.089, H112 1.095
107 O 2.7913 4.8161 1.2191  C106 1.426, H113 0.961
108 H 1.4106 6.6206 -0.2348  C105 1.090
109 H 1.4060 7.8960 0.9965  C105 1.091
110 H 2.9269 7.3678 0.2635  C105 1.093
111 H 1.1342 5.6277 2.0376  C106 1.089
112 H 2.6429 6.3862 2.5596  C106 1.095
113 H 3.6642 5.0872 0.9222  O107 0.961